# 1
DFT (ωB97M-V with the def2-TZVPD basis set) results for a cluster of 8 separate species, C48H80N4O24P4 in total.

Geometry as ORCA input:
```
! RIJCOSX wB97M-V def2-TZVPD def2/J DEFGRID3
* xyz 0 1
O 12.795 18.044 8.621
N 13.775 18.633 9.002
O 14.099 19.790 8.794
C 14.643 17.867 9.872
C 14.306 16.605 10.336
C 15.297 15.957 11.046
C 16.495 16.548 11.435
C 16.867 17.764 10.963
C 15.883 18.458 10.182
H 13.496 16.000 9.886
H 15.033 15.035 11.541
H 17.136 15.953 12.095
H 17.837 18.135 11.284
H 16.092 19.457 9.782
O 16.621 21.314 13.540
N 17.484 20.601 14.008
O 18.686 20.852 13.977
C 17.045 19.382 14.741
C 15.864 18.794 14.359
C 15.534 17.609 15.023
C 16.341 17.232 16.084
C 17.506 17.884 16.554
C 17.908 18.999 15.796
H 15.228 19.220 13.544
H 14.546 17.161 14.806
H 15.934 16.430 16.632
H 18.104 17.450 17.360
H 18.777 19.580 15.941
O 10.874 17.465 10.975
N 10.017 17.889 10.225
O 9.130 17.211 9.734
C 10.029 19.380 9.782
C 8.978 19.881 8.985
C 9.168 21.208 8.604
C 10.251 21.949 8.967
C 11.331 21.372 9.649
C 11.231 20.061 10.058
H 8.141 19.297 8.680
H 8.384 21.718 8.053
H 10.359 23.048 8.681
H 12.301 21.860 9.740
H 11.967 19.486 10.563
O 17.511 13.856 9.503
N 18.100 14.733 8.889
O 19.301 14.800 8.822
C 17.246 15.737 8.102
C 16.052 15.201 7.662
C 15.340 16.063 6.839
C 15.834 17.288 6.494
C 17.154 17.671 6.746
C 17.848 16.906 7.665
H 15.718 14.169 7.785
H 14.317 15.925 6.491
H 15.229 17.881 5.811
H 17.505 18.604 6.321
H 18.863 17.074 8.005
C 16.394 12.238 12.379
C 17.569 13.214 12.554
O 18.743 12.464 12.837
P 19.878 13.011 13.810
O 19.312 13.779 14.941
O 20.696 11.683 14.058
C 20.159 10.614 14.773
C 19.445 9.611 13.876
O 20.798 13.901 12.939
C 21.147 13.508 11.593
C 22.373 14.295 11.108
H 15.489 12.741 12.218
H 16.542 11.613 11.510
H 16.318 11.636 13.242
H 17.609 13.796 11.685
H 17.344 13.956 13.337
H 21.030 10.159 15.254
H 19.578 10.994 15.601
H 19.084 8.861 14.595
H 18.564 10.069 13.453
H 20.162 9.216 13.140
H 21.402 12.444 11.545
H 20.276 13.678 10.914
H 22.526 13.991 10.103
H 22.149 15.404 11.074
H 23.270 14.149 11.682
C 22.803 26.429 11.053
C 21.512 26.605 11.784
O 20.719 25.399 11.499
P 19.162 25.512 11.764
O 18.420 26.630 11.150
O 18.711 24.077 11.320
C 17.338 24.022 10.830
C 17.026 22.574 10.576
O 19.002 25.513 13.289
C 19.804 24.450 14.080
C 19.139 24.422 15.490
H 22.614 26.666 10.018
H 23.518 27.183 11.221
H 23.163 25.397 11.157
H 21.759 26.618 12.857
H 20.943 27.500 11.463
H 16.785 24.533 11.653
H 17.340 24.681 9.924
H 15.984 22.279 10.368
H 17.549 22.218 9.647
H 17.392 21.916 11.281
H 19.623 23.557 13.494
H 20.884 24.777 14.127
H 18.035 24.348 15.385
H 19.446 23.555 16.039
H 19.290 25.351 15.966
C 9.943 13.563 9.577
C 11.187 13.989 10.409
O 10.778 13.643 11.813
P 11.733 13.909 13.077
O 13.054 14.494 12.856
O 10.776 14.615 14.108
C 10.068 15.878 13.890
C 9.031 15.882 14.983
O 11.888 12.484 13.788
C 10.740 11.647 13.879
C 11.161 10.354 14.515
H 9.671 12.515 9.869
H 9.136 14.223 9.877
H 10.162 13.697 8.520
H 12.015 13.359 10.133
H 11.515 15.040 10.483
H 10.790 16.701 13.808
H 9.681 15.770 12.868
H 8.471 16.724 14.922
H 8.378 14.965 14.830
H 9.537 15.929 15.955
H 10.023 12.070 14.596
H 10.227 11.372 12.917
H 10.320 9.772 14.799
H 11.868 9.913 13.811
H 11.630 10.632 15.459
C 22.764 17.851 7.041
C 21.893 17.559 8.238
O 20.869 18.608 8.352
P 20.569 19.482 9.639
O 19.142 19.665 9.902
O 21.431 18.704 10.791
C 21.579 19.366 12.069
C 22.202 18.294 13.016
O 21.423 20.770 9.425
C 21.161 22.118 9.921
C 20.722 23.110 8.862
H 22.086 17.861 6.189
H 23.286 18.805 7.143
H 23.493 17.070 6.974
H 21.298 16.635 7.994
H 22.481 17.334 9.156
H 22.166 20.316 12.119
H 20.592 19.606 12.484
H 21.397 17.484 13.100
H 23.127 17.893 12.555
H 22.288 18.756 13.957
H 20.508 21.954 10.801
H 22.065 22.459 10.365
H 21.521 23.181 8.163
H 19.723 22.898 8.335
H 20.502 24.004 9.451
*
```

The relative energy (zero: lowest compared OMol25 entry of this formula, charge and spin) is 66.6 kJ/mol.

Löwdin population analysis, charges in e, atoms 1 to 6:
1. O 0.075
2. N -0.358
3. O 0.066
4. C -0.162
5. C 0.000
6. C -0.070

---

# 2
DFT (ωB97M-V with the def2-TZVPD basis set) results for a cluster of 13 separate species, C48H84N13O in total.

Geometry as ORCA input:
```
! RIJCOSX wB97M-V def2-TZVPD def2/J DEFGRID3
* xyz 0 2
C 6.484 -2.450 1.585
C 5.881 -1.306 0.728
C 6.789 -0.894 -0.457
C 6.249 0.456 -1.050
C 7.339 1.542 -1.237
C 7.344 2.618 -0.129
C 6.039 3.444 -0.081
C 5.848 4.007 1.348
C 4.751 5.096 1.421
C 3.339 4.475 1.273
C 2.314 5.554 0.742
C 1.658 5.205 -0.627
C 0.108 5.330 -0.700
C -0.617 4.469 0.375
C -2.161 4.647 0.239
C -2.971 3.333 -0.068
C -2.532 2.103 0.779
C -3.477 0.921 0.391
C -2.968 -0.338 1.209
C -3.344 0.515 -1.083
N -4.863 1.194 0.858
O -4.818 1.280 2.152
C -5.436 2.436 0.278
C -6.618 2.853 1.223
C -6.121 2.201 -1.114
C -4.464 3.647 0.254
H 7.268 -2.029 2.232
H 6.960 -3.196 0.936
H 5.693 -2.871 2.217
H 5.736 -0.402 1.339
H 4.912 -1.633 0.321
H 6.723 -1.658 -1.245
H 7.829 -0.729 -0.141
H 5.831 0.237 -2.046
H 5.401 0.786 -0.436
H 8.312 1.021 -1.177
H 7.309 1.990 -2.240
H 8.192 3.305 -0.285
H 7.536 2.139 0.849
H 5.166 2.818 -0.296
H 6.070 4.249 -0.828
H 6.805 4.461 1.662
H 5.633 3.184 2.046
H 4.936 5.892 0.685
H 4.842 5.548 2.422
H 3.036 4.072 2.246
H 3.384 3.657 0.539
H 2.863 6.501 0.627
H 1.589 5.722 1.549
H 1.995 4.216 -0.971
H 2.068 5.917 -1.364
H -0.186 4.870 -1.661
H -0.247 6.369 -0.696
H -0.262 3.445 0.211
H -0.343 4.796 1.387
H -2.590 5.082 1.154
H -2.376 5.353 -0.578
H -2.811 3.130 -1.137
H -2.516 2.295 1.860
H -1.524 1.741 0.519
H -2.655 -0.081 2.219
H -2.156 -0.767 0.621
H -3.777 -1.059 1.185
H -3.634 1.307 -1.788
H -2.329 0.178 -1.328
H -4.026 -0.328 -1.277
H -7.169 1.984 1.595
H -7.246 3.580 0.690
H -6.192 3.415 2.064
H -5.929 3.033 -1.803
H -5.876 1.227 -1.550
H -7.212 2.198 -0.970
H -4.529 4.266 1.159
H -4.816 4.305 -0.559
C -1.807 -4.682 3.125
C -2.174 -3.430 2.457
N -2.463 -2.450 1.924
H -1.988 -4.602 4.195
H -2.401 -5.502 2.725
H -0.753 -4.891 2.955
C 2.164 1.123 -2.844
C 3.223 2.132 -2.772
N 4.057 2.919 -2.715
H 1.680 1.026 -1.873
H 1.418 1.416 -3.582
H 2.583 0.162 -3.128
C -0.431 0.327 4.395
C 0.286 1.173 3.440
N 0.830 1.847 2.684
H -1.175 -0.272 3.871
H 0.267 -0.335 4.904
H -0.936 0.946 5.134
C -0.654 -5.907 -0.453
C 0.008 -6.468 0.730
N 0.534 -6.912 1.649
H -0.934 -4.871 -0.267
H 0.019 -5.945 -1.302
H -1.548 -6.481 -0.682
C 7.710 0.947 3.975
C 6.736 1.945 4.423
N 5.972 2.727 4.781
H 8.520 1.437 3.436
H 8.121 0.420 4.834
H 7.226 0.229 3.314
C 1.936 -0.258 -6.585
C 1.657 -1.002 -5.355
N 1.435 -1.595 -4.394
H 1.176 -0.481 -7.331
H 1.932 0.811 -6.380
H 2.912 -0.542 -6.974
C 0.145 -7.845 -4.010
C -0.831 -6.841 -3.590
N -1.593 -6.051 -3.250
H 0.989 -7.363 -4.500
H 0.508 -8.390 -3.143
H -0.318 -8.546 -4.703
C -10.776 4.377 -0.051
C -9.654 5.305 0.116
N -8.782 6.044 0.246
H -11.332 4.301 0.881
H -11.441 4.738 -0.833
H -10.406 3.391 -0.325
C 2.700 -9.134 1.947
C 3.680 -9.891 2.732
N 4.448 -10.483 3.347
H 3.090 -8.145 1.720
H 2.489 -9.657 1.015
H 1.776 -9.026 2.509
C -4.432 -9.123 -4.761
C -3.471 -9.860 -3.936
N -2.722 -10.437 -3.284
H -4.037 -8.135 -4.993
H -4.611 -9.663 -5.689
H -5.372 -9.014 -4.225
C 4.019 -6.520 -0.788
C 3.196 -7.531 -1.457
N 2.553 -8.324 -1.982
H 3.383 -5.730 -0.392
H 4.572 -6.978 0.031
H 4.724 -6.089 -1.496
C -12.550 6.960 2.269
C -13.430 5.987 1.614
N -14.112 5.221 1.099
H -13.140 7.789 2.656
H -12.020 6.485 3.092
H -11.824 7.343 1.553
*
```

The expectation value of S² is 0.7541.

Löwdin population analysis, charges in e, atoms 1 to 6:
1. C -0.114
2. C -0.272
3. C -0.207
4. C -0.211
5. C -0.206
6. C -0.208

---

Number 1: E -143327.32132 eV. Number 2: E -72550.39625 eV.